--- i ---
DFT (ωB97M-V/def2-TZVPD) results for the molecule C3H4N2.

Structure (ORCA input):
```
! RIJCOSX wB97M-V def2-TZVPD def2/J DEFGRID3
* xyz 0 1
C 2.5604 -0.1179 0.0458
C 1.3607 0.0538 -0.0008
C 0.0114 0.4065 -0.1384
N -0.9425 -0.4265 -0.0996
N -2.1495 -0.0661 0.1501
H 3.5626 -0.4640 0.2391
H -0.1443 1.4707 -0.0540
H -2.9593 -0.6073 -0.1941
H -2.4106 0.9943 0.2160
*
```

Output
Orbital gap in eV: 9.39
HOMO in Eh: -0.309

---

--- ii ---
DFT (ωB97M-V/def2-TZVPD) results for the molecule C3H4N2.

Structure (ORCA input):
```
! RIJCOSX wB97M-V def2-TZVPD def2/J DEFGRID3
* xyz 0 1
C -0.4983 2.4349 -0.4203
C -0.3892 1.2837 -0.0056
C -0.4218 -0.0678 0.4612
N 0.5949 -0.8154 0.0074
N 0.6276 -2.0488 -0.0987
H -0.8774 3.5990 -0.2357
H -1.2551 -0.2280 1.1266
H 1.4012 -2.5076 -0.7900
H 0.0291 -2.7182 0.3262
*
```

Output
Orbital gap in eV: 8.70
HOMO in Eh: -0.291

---

Which is the most stable structure? i is the most stable.

---

--- i ---
DFT (ωB97M-V/def2-TZVPD) results for a cluster of 6 separate species, ClH10O5 in total.

Structure (ORCA input):
```
! RIJCOSX wB97M-V def2-TZVPD def2/J DEFGRID3
* xyz -1 1
Cl 1.2631 -15.2482 -14.5389
O -0.9412 -17.5299 -14.8164
H -0.5358 -18.3985 -14.7427
H -0.1800 -16.9073 -14.8732
O -0.9557 -13.0520 -15.4420
H -0.6031 -12.5680 -16.1938
H -0.2359 -13.6711 -15.1900
O 3.1365 -15.6359 -17.6543
H 2.9502 -15.1622 -16.8290
H 2.4546 -15.3326 -18.2605
O 1.4446 -15.8641 -11.2350
H 0.9303 -15.6132 -12.0270
H 1.9957 -16.5906 -11.5443
O 2.3368 -13.1320 -12.1888
H 2.0337 -13.4471 -13.0604
H 2.4290 -13.9383 -11.6657
*
```

Output
Orbital gap in eV: 9.64
HOMO in Eh: -0.220

---

--- ii ---
DFT (ωB97M-V/def2-TZVPD) results for a structure of composition ClH10O5.

Structure (ORCA input):
```
! RIJCOSX wB97M-V def2-TZVPD def2/J DEFGRID3
* xyz -1 1
Cl 17.1545 9.4112 2.6547
O 17.7204 9.0703 5.0696
H 18.4613 8.4664 5.0184
H 17.3947 9.1273 4.1714
O 16.0690 7.0174 2.4851
H 16.3128 7.9266 2.6587
H 16.9033 6.5643 2.3631
O 18.9139 7.5974 1.8855
H 18.2091 8.2352 1.9986
H 19.6910 8.0341 2.2344
O 17.2493 8.7123 0.2830
H 16.9710 8.4620 1.1640
H 16.4746 9.1170 -0.1075
O 15.0408 10.6620 2.3645
H 14.9892 11.5838 2.1120
H 15.9788 10.4743 2.3972
*
```

Output
Orbital gap in eV: 9.25
HOMO in Eh: -0.198

---

Which is the most stable structure? i is the most stable.